No. 1
# C20H50O10

A cluster of 5 separate species, C20H50O10 in total in a non-equilibrium geometry (wB97M-V/def2-TZVPD, the OMol25 dataset).

Each line ends with the Mulliken charge.
Positions of all 80 atoms, in Å:
C1 7.00095 1.71626 1.93411  -0.765
O1 5.91837 0.76601 2.03503  -0.390
C2 6.09581 -0.39320 1.24107  -0.328
C3 6.30177 -0.22140 -0.26785  -0.445
O2 5.09730 -0.33002 -0.96515  -0.144
C4 5.26889 -0.07523 -2.33855  -0.871
H1 6.83432 2.31778 2.82534  0.263
H2 6.85194 2.28502 1.01518  0.266
H3 7.97480 1.22085 1.94751  0.337
H4 5.25750 -1.07698 1.40519  0.031
H5 6.91225 -0.97145 1.69661  0.457
H6 7.02234 -0.99852 -0.54304  0.353
H7 6.79721 0.74901 -0.37737  0.338
H8 4.30423 0.21246 -2.75734  0.231
H9 5.63681 -0.93729 -2.90513  0.303
H10 5.96168 0.75460 -2.51527  0.384
C5 1.31185 -3.98133 -0.53422  -0.885
O3 2.49380 -3.77906 0.19352  -0.310
C6 2.44544 -4.23882 1.54551  -0.206
C7 3.87387 -4.08750 2.06877  -0.401
O4 4.20239 -4.89396 3.18284  -0.429
C8 4.03700 -6.28155 2.96163  -0.757
H11 1.24817 -5.01834 -0.88919  0.326
H12 1.38004 -3.39582 -1.45345  0.238
H13 0.42856 -3.67583 0.03391  0.378
H14 1.90008 -5.18596 1.60899  0.434
H15 1.81684 -3.49203 2.05567  0.228
H16 3.91239 -3.08015 2.47803  0.162
H17 4.56689 -4.26820 1.24270  0.349
H18 4.76289 -6.75402 3.61694  0.268
H19 4.22570 -6.52000 1.90883  0.347
H20 3.04123 -6.69039 3.15727  0.263
C9 -4.59760 2.94534 -5.47515  -0.564
O5 -4.96820 4.05342 -4.66201  -0.406
C10 -4.56525 3.94166 -3.31828  -0.434
C11 -5.36732 2.94053 -2.52552  -0.405
O6 -4.79960 1.63531 -2.68358  -0.303
C12 -5.59490 0.69420 -1.99041  -0.700
H21 -5.26657 2.09451 -5.36343  0.211
H22 -3.55192 2.70982 -5.26677  0.264
H23 -4.64674 3.30893 -6.50126  0.239
H24 -4.70265 4.94272 -2.88874  0.362
H25 -3.47304 3.89999 -3.20580  0.144
H26 -6.40706 2.93930 -2.86763  0.344
H27 -5.35656 3.20324 -1.45950  0.423
H28 -6.60865 0.57127 -2.39348  0.328
H29 -5.73280 0.96618 -0.93845  0.220
H30 -5.12514 -0.28680 -2.04658  0.285
C13 -2.21046 0.60465 2.04503  -0.762
O7 -3.60155 0.66642 2.22559  -0.354
C14 -4.25780 -0.53932 2.00538  -0.306
C15 -5.71041 -0.46241 2.42173  -0.734
O8 -6.46602 0.50123 1.70221  -0.241
C16 -7.12605 1.39697 2.58312  -0.763
H31 -1.80565 1.61164 2.09205  0.266
H32 -1.93953 0.11702 1.10399  0.276
H33 -1.70801 0.04464 2.84443  0.375
H34 -3.86070 -1.40054 2.56302  0.345
H35 -4.18219 -0.83264 0.94990  0.271
H36 -5.75703 -0.33996 3.50847  0.430
H37 -6.19745 -1.42819 2.24697  0.340
H38 -7.58463 2.18287 1.98785  0.224
H39 -6.42085 1.84135 3.28987  0.321
H40 -7.89645 0.87742 3.16231  0.303
C17 -0.80197 2.93395 -1.69548  -0.707
O9 0.20663 2.04506 -1.30398  -0.288
C18 1.07935 2.60086 -0.36911  -0.516
C19 2.00074 1.55714 0.19830  -0.343
O10 1.21829 0.50654 0.78037  -0.382
C20 1.18536 -0.70572 0.06632  -0.535
H41 -1.35378 2.73880 -2.61041  0.145
H42 -0.37460 3.94635 -1.76949  0.359
H43 -1.54342 3.03266 -0.88808  0.314
H44 0.56734 3.14414 0.43589  0.386
H45 1.69112 3.38582 -0.84704  0.347
H46 2.63845 1.91515 1.00856  0.323
H47 2.64119 1.06139 -0.53881  0.091
H48 0.84056 -0.70900 -0.97161  0.306
H49 0.46096 -1.30963 0.61935  0.161
H50 2.14926 -1.21924 0.13181  0.313

Results
- largest force on an atom (eV/Å) = 2.00
- SMILES = COCCOC.COCCOC.COCCOC.COCCOC.COCCOC
- energy above the lowest of the compared OMol25 structures with the same formula, charge and spin (eV) = 3.823
- calculated total energy (eV) = -42018.4495
- LUMO energy (eV) = 0.7
- frontier orbital gap (hartree) = 0.3702


No. 2
# C20H51B4ClO13

A structure of composition C20H51B4ClO13 in a non-equilibrium geometry (wB97M-V/def2-TZVPD, the OMol25 dataset).

Each line ends with the Mulliken charge.
Positions of all 89 atoms, in Å:
C1 -5.56432 -3.53785 -4.21645  -1.004
C2 -4.51520 -4.24107 -5.16309  -0.510
C3 -3.17885 -3.41217 -5.03068  -0.055
Cl1 -2.30981 -3.46590 -6.64798  -0.231
B1 -2.27574 -4.04823 -3.87845  0.424
O1 -1.32313 -5.05028 -4.15032  -0.717
B2 -0.86049 -5.72252 -2.99108  0.515
O2 -0.83782 -5.12252 -1.70947  -0.525
B3 -1.14920 -3.75173 -1.97427  0.628
C4 -0.12076 -2.55506 -1.70194  -0.677
B4 -0.96766 -1.18508 -1.82665  1.029
O3 -0.78751 -0.24842 -2.85189  -0.522
O4 -1.92745 -0.98156 -0.82379  -0.698
O5 -2.43713 -3.54337 -2.56141  -0.419
H1 -5.00117 -3.14396 -3.35300  0.219
H2 -5.98264 -2.69833 -4.79264  0.319
H3 -6.32014 -4.26566 -3.89556  0.343
H4 -4.30994 -5.26678 -4.81468  0.247
H5 -4.86404 -4.25259 -6.20434  0.418
H6 -3.45984 -2.36599 -4.84702  0.348
H7 -0.43714 -6.81806 -3.12329  -0.142
H8 0.33572 -2.64423 -0.70340  0.171
H9 0.63286 -2.63739 -2.51443  0.249
H10 -0.21710 -0.60007 -3.52951  0.255
H11 -2.36493 -0.14199 -1.00010  0.295
C5 -2.95586 3.36490 3.46077  -0.579
O6 -1.64279 2.87998 3.23778  -0.362
C6 -1.62911 1.56164 2.69554  -0.765
C7 -1.34860 1.57924 1.20526  0.757
O7 -2.42460 2.17201 0.48063  -0.454
C8 -2.15000 3.50700 0.08935  -0.716
H12 -2.88730 4.43165 3.67265  0.272
H13 -3.59435 3.22051 2.58609  0.328
H14 -3.39788 2.86383 4.32797  0.089
H15 -2.56780 1.04355 2.91137  0.286
H16 -0.82154 1.02031 3.19790  0.355
H17 -1.25680 0.54987 0.85346  0.336
H18 -0.40579 2.09174 0.99227  -0.359
H19 -1.42413 3.51534 -0.73094  0.250
H20 -1.76906 4.10261 0.92214  0.323
H21 -3.08000 3.95270 -0.26310  0.283
C9 -4.17241 -2.18247 7.57414  -0.677
O8 -3.58427 -0.93537 7.90750  -0.373
C10 -2.42255 -0.65465 7.13678  -0.764
C11 -2.72032 0.33458 6.02549  -0.128
O9 -3.58361 -0.23169 5.04596  -0.319
C12 -4.92708 0.20344 5.18146  -0.706
H22 -5.15234 -2.22719 8.04813  0.239
H23 -4.29874 -2.29443 6.49490  0.285
H24 -3.55872 -3.00191 7.96182  0.324
H25 -1.99398 -1.57607 6.73192  0.380
H26 -1.68934 -0.21037 7.81627  0.379
H27 -1.78381 0.58722 5.51903  0.204
H28 -3.14441 1.25803 6.43091  0.348
H29 -5.02088 1.24204 4.84683  0.275
H30 -5.27915 0.11734 6.21179  0.359
H31 -5.54949 -0.42525 4.54530  0.216
C13 2.57989 2.46014 2.07772  -0.738
O10 2.38614 2.09613 0.71879  -0.283
C14 2.04941 3.21460 -0.09868  -0.292
C15 3.24403 3.68913 -0.90377  -0.270
O11 4.25044 4.24190 -0.06338  -0.435
C16 5.32392 3.34366 0.15999  -0.506
H32 3.03091 1.61305 2.59409  0.221
H33 3.24245 3.32293 2.17511  0.371
H34 1.61434 2.68000 2.54600  0.210
H35 1.63716 4.02772 0.50671  0.344
H36 1.26980 2.87991 -0.79061  0.204
H37 2.92016 4.48520 -1.58059  0.428
H38 3.65013 2.87610 -1.51133  -0.011
H39 5.93608 3.26586 -0.74497  0.194
H40 4.96983 2.35145 0.45058  0.215
H41 5.93877 3.74441 0.96561  0.314
C17 6.05907 -1.35476 -4.91591  -0.700
O12 6.99219 -1.17142 -3.86355  -0.373
C18 7.51782 0.14925 -3.82187  -0.721
C19 6.86093 0.97261 -2.72963  -0.402
O13 5.49027 1.21880 -3.01819  -0.356
C20 4.61793 0.37468 -2.28394  -0.751
H42 5.55666 -2.30802 -4.75475  0.240
H43 5.30898 -0.56072 -4.93414  0.294
H44 6.58096 -1.39283 -5.87738  0.331
H45 7.41216 0.63918 -4.79411  0.351
H46 8.58573 0.06058 -3.60200  0.398
H47 7.35750 1.94630 -2.67677  0.380
H48 6.97125 0.48397 -1.75703  0.367
H49 4.58766 0.69292 -1.23688  0.239
H50 4.92040 -0.67351 -2.34123  0.482
H51 3.61715 0.47147 -2.70581  0.209

Results
- largest force on an atom (eV/Å) = 2.84
- calculated total energy (eV) = -63417.7048
- LUMO energy (eV) = 0.2
- frontier orbital gap (hartree) = 0.3483